38
Properties=species:S:1:pos:R:3 method="wB97M-V/def2-TZVPD" relative_energy_kj_mol=0.0 gap_ev="6.479 / 5.510" max_force_ha_per_bohr=0.018 multiplicity=2 e_homo_ha="-0.571 / -0.571" lumo_ha="-0.33328 / -0.36831" charge=+2
Ir -0.18888 0.79322 -0.25018
F -5.26669 1.65781 4.14764
C -4.24780 1.16108 3.52057
C -3.62676 1.92727 2.51586
F -4.08440 3.11926 2.22871
C -2.54669 1.39675 1.86733
F -1.93202 2.13335 0.91542
C -2.04555 0.11692 2.16538
S -0.68091 -0.59222 1.39652
C -2.69572 -0.62659 3.17430
F -2.24406 -1.82462 3.46536
C -3.78432 -0.11377 3.84955
F -4.38316 -0.80518 4.78451
C 2.45208 -3.11023 -1.25702
C 1.23553 -2.31416 -0.76624
P 1.44216 -0.54403 -1.04818
C 1.78847 -0.19268 -2.78024
C 1.93045 1.29784 -3.09317
C 2.70197 0.17532 0.05861
C 2.17104 1.57389 0.39858
H 2.33694 -4.15034 -0.95830
H 3.38290 -2.74514 -0.82070
H 2.53880 -3.08428 -2.34163
H 1.08387 -2.46032 0.30621
H 0.31790 -2.62802 -1.27031
H 0.99438 -0.66886 -3.36148
H 2.71530 -0.72751 -3.01134
H 1.09597 1.89378 -2.70957
H 1.94010 1.44118 -4.17172
H 2.86225 1.70381 -2.70017
H 3.69432 0.23020 -0.39095
H 2.77683 -0.45484 0.94781
H 2.27236 2.29105 -0.41337
H 2.64829 2.00355 1.28190
H 1.10150 1.57547 0.81506
S -3.84793 -0.20441 -2.72583
C -2.48620 0.19462 -2.10922
N -1.42234 0.56084 -1.65970


19
Properties=species:S:1:pos:R:3 method="wB97M-V/def2-TZVPD" relative_energy_kj_mol=1469.6 gap_ev=4.100 max_force_ha_per_bohr=0.138 e_homo_ha=-0.465 lumo_ha=-0.31426 charge=+1
C 0.72632 -1.73134 -1.77715
C 0.22055 -0.85620 -2.79683
C -2.33979 1.72586 2.10601
C -2.04381 1.15121 3.17064
C -2.28119 0.75128 0.14602
N -2.70257 1.92852 0.87765
H -0.58199 -1.45205 -1.98199
H 1.14547 -1.53008 -0.61574
H 1.67092 -2.53474 -1.87861
H 0.35301 0.22635 -2.73803
H 0.35696 -1.18134 -3.83890
H -1.07872 1.18455 3.69315
H 35.05331 -0.78700 0.06198
H -1.41677 0.67656 -0.53260
H -2.11751 -0.07579 0.83315
H 35.26476 0.01788 0.34920
H -1.14947 -2.50875 -0.43052
H -3.04276 0.41800 -0.52318
O -1.37467 -1.56948 -0.42590


32
Properties=species:S:1:pos:R:3 method="wB97M-V/def2-TZVPD" gap_ev=7.206 max_force_ha_per_bohr=0.060 e_homo_ha=-0.337 lumo_ha=-0.07217
Cl 3.49241 1.28354 -1.00588
B 2.67013 -0.32489 -1.60970
Cl 3.31192 -0.79281 -3.31458
Cl 3.18484 -1.66432 -0.36641
O 1.27310 -0.22905 -1.65568
C 0.27986 -0.78408 -0.80707
C -1.12267 -0.75409 -1.47527
C -1.81008 -1.94745 -1.82535
C -3.13166 -1.88838 -2.28157
C -3.77997 -0.63928 -2.42440
C -3.03682 0.52869 -2.21325
C -1.70477 0.45222 -1.79209
H 0.60762 -1.77543 -0.48436
H -1.30934 -2.91987 -1.73681
H -3.68549 -2.81993 -2.52960
H -4.80985 -0.60326 -2.80111
H -3.51455 1.48911 -2.40443
H -1.13871 1.35931 -1.67073
C -0.48618 0.34313 3.14260
Si 0.93666 0.65906 1.98955
C 1.09412 2.44653 1.53936
C 2.54358 -0.02426 2.60308
H 0.41655 -0.27816 0.26382
H -0.19464 0.90537 4.04343
H -1.43426 0.73561 2.73525
H -0.58911 -0.73089 3.37417
H 1.46335 2.88917 2.48186
H 1.82768 2.58977 0.72425
H 0.11761 2.88672 1.26914
H 2.68832 0.54344 3.53873
H 2.48047 -1.10709 2.80735
H 3.35988 0.17157 1.88569


14
Properties=species:S:1:pos:R:3 method="wB97M-V/def2-TZVPD" smiles="CCSS.C=O" relative_energy_kj_mol=99.3 gap_ev=9.276 max_force_ha_per_bohr=0.065 e_homo_ha=-0.325 lumo_ha=0.01543
C -1.19144 -1.86734 0.33397
C -0.84382 -0.41981 -0.10110
S -0.11604 -0.35600 -1.72627
S 0.08867 1.75536 -1.81763
H -0.29481 -2.36945 0.68920
H -1.65965 -2.42762 -0.46965
H -1.87541 -1.99082 1.20386
H -0.15344 0.04267 0.61004
H -1.70995 0.22529 -0.11473
H -1.12200 2.04541 -2.39304
C 1.41290 -0.52042 3.92726
O 0.97124 0.06577 2.92531
H 2.33902 -0.20953 4.42248
H 0.87836 -1.38643 4.39099


87
Properties=species:S:1:pos:R:3 method="wB97M-V/def2-TZVPD" relative_energy_kj_mol=125.6 gap_ev=6.138 max_force_ha_per_bohr=0.031 e_homo_ha=-0.096 lumo_ha=0.12941 charge=-2
Mg 0.84102 0.12180 1.53314
Br -4.39024 2.45234 -5.93058
C -4.79812 2.03328 -4.10895
C -5.81486 1.13378 -3.83019
C -6.13423 0.86282 -2.52090
C -5.44284 1.48263 -1.45746
C -4.36468 2.33677 -1.78725
C -4.05731 2.62155 -3.09706
N -6.01190 1.46383 -0.22936
N -5.49476 1.63190 0.90823
C -4.23609 1.37307 1.28888
C -3.82474 2.09231 2.43747
C -2.52259 2.18140 2.82535
C -1.48524 1.47327 2.14114
O -0.27836 1.63889 2.37049
C -1.93861 0.50006 1.15053
N -1.01915 -0.37063 0.75422
C -1.35731 -1.35211 -0.04116
C -2.65535 -1.50079 -0.53001
C -3.62145 -0.59170 -0.16431
C -3.28263 0.45660 0.70639
H -6.35268 0.66129 -4.64020
H -6.92876 0.16718 -2.29090
H -3.80155 2.79555 -0.98681
H -3.24221 3.28838 -3.34224
H -4.59138 2.66877 2.93735
H -2.23806 2.80372 3.66142
H -0.58695 -2.07010 -0.27602
H -2.90307 -2.33132 -1.17395
H -4.64309 -0.71721 -0.49854
O 3.64665 -2.56511 1.23695
C 2.53815 -2.13344 1.54324
O 1.85901 -1.30597 0.87499
C 1.85842 -2.71529 2.78332
C 2.34907 -3.86159 3.32964
C 1.68415 -4.51535 4.39362
C 0.44042 -4.05044 4.80273
C -0.08724 -2.89673 4.26047
C 0.66394 -2.08803 3.30720
O 0.29556 -0.94716 3.01031
N -1.39309 -2.51874 4.65005
O -2.02447 -1.73323 3.96239
O -1.86481 -3.03530 5.66304
N 2.22910 -5.66351 4.98377
O 1.59876 -6.22527 5.88045
O 3.32098 -6.07311 4.59858
H 3.25765 -4.29133 2.93003
H -0.13877 -4.60586 5.52598
Cl 4.93605 6.08042 2.05060
C 4.16536 4.51987 2.12917
C 4.44834 3.68892 3.22374
C 3.84479 2.47256 3.31293
C 2.91167 1.99283 2.32604
O 2.37668 0.87473 2.45203
C 2.67341 2.87302 1.20885
C 1.79291 2.46498 0.16831
O 1.14577 1.43107 0.11139
C 3.30759 4.12548 1.14109
H 5.14076 4.02600 3.98447
H 4.04552 1.82248 4.15110
H 1.71804 3.18274 -0.68100
H 3.10432 4.77900 0.30227
C 0.76003 -3.05052 -4.69032
C 0.57709 -2.55012 -3.26020
O 1.50881 -1.53640 -2.99472
P 1.19698 -0.49628 -1.66885
O 0.13394 0.52403 -2.36413
C 0.40969 1.52763 -3.31723
C -0.35110 1.27005 -4.61316
O 2.57545 0.31647 -1.90413
C 3.75899 -0.21629 -1.32309
C 4.92177 0.00555 -2.27938
H 0.01417 -3.80839 -4.92129
H 1.75021 -3.48202 -4.80870
H 0.65750 -2.22473 -5.38989
H 0.71423 -3.38910 -2.56183
H -0.44347 -2.16332 -3.13451
H 1.48346 1.57858 -3.50826
H 0.08232 2.47997 -2.87762
H 0.00784 0.36010 -5.08881
H -0.21738 2.10794 -5.29531
H -1.41109 1.15470 -4.39875
H 3.63838 -1.28085 -1.11965
H 3.94606 0.28450 -0.36768
H 4.71831 -0.48149 -3.23081
H 5.82771 -0.41471 -1.85070
H 5.07258 1.06877 -2.45747


18
Properties=species:S:1:pos:R:3 method="wB97M-V/def2-TZVPD" smiles=c1ccccc1.CO relative_energy_kj_mol=226.6 gap_ev=10.349 max_force_ha_per_bohr=0.140 e_homo_ha=-0.346 lumo_ha=0.03386
C -0.97428 -0.44603 1.13187
C -1.51469 0.76189 0.71697
C -0.89033 1.77446 0.26012
C 0.54446 1.72246 0.48908
C 1.10384 0.58124 1.07589
C 0.30200 -0.54012 1.44476
H -1.70095 -1.35971 1.12109
H -2.58933 0.80985 0.68055
H -1.52216 2.71977 -0.03553
H 1.23549 2.34125 -0.05418
H 2.20218 0.28110 0.96120
H 0.75505 -1.41022 1.95850
C 0.62761 -1.54356 -1.72930
O 0.19143 -0.08753 -1.93283
H 0.78478 -2.03361 -2.65568
H 1.61594 -1.55805 -1.11218
H -0.14956 -2.17289 -1.27051
H -0.02149 0.15970 -1.04982


115
Properties=species:S:1:pos:R:3 method="wB97M-V/def2-TZVPD" relative_energy_kj_mol=360.9 gap_ev=7.755 max_force_ha_per_bohr=0.215 e_homo_ha=-0.347 lumo_ha=-0.06243 charge=+1
C -4.29747 3.50441 1.50731
O -3.38547 3.36341 0.39831
C -2.15647 2.89141 0.79531
C -1.32347 2.51641 -0.43269
N -0.07447 1.75641 -0.21669
H 0.44053 1.70941 -1.09169
H 0.54453 2.29541 0.49731
C -0.34247 0.34841 0.22631
C 0.93053 -0.45759 0.36631
O 0.54353 -1.75859 0.57331
C 1.53153 -2.74959 0.60731
H -3.73347 4.25641 2.18531
H -4.52847 2.65941 2.16731
H -5.24047 4.00441 1.29531
H -2.31647 2.21441 1.55331
H -1.56747 3.62841 1.33131
H -1.00447 3.32441 -1.13769
H -1.70947 1.95041 -1.03069
H -1.13747 -0.09059 -0.49469
H -0.96047 0.35741 1.14731
H 1.49053 -0.20259 1.35931
H 1.24553 -0.31859 -0.57669
H 2.26453 -2.76659 1.21731
H 2.05053 -2.74959 -0.26069
H 1.03353 -3.65759 0.79631
N 4.53653 -4.32559 -2.06869
C 3.36253 -4.96259 -1.84569
C 2.38153 -4.27359 -2.59269
C 3.07553 -3.02559 -3.18069
C 4.35153 -3.05259 -2.81769
H 5.56353 -4.62059 -1.69269
H 3.32453 -5.93359 -1.24269
H 1.51153 -4.59259 -2.76869
H 2.62953 -2.20159 -3.71969
H 5.31053 -2.52259 -2.95469
N -0.89447 -6.51059 1.03531
C -0.33147 -7.74459 1.05431
C 0.15053 -7.92659 -0.28869
C -0.09947 -6.64459 -1.02869
C -0.68247 -5.76859 -0.04069
H -1.46947 -6.19059 1.88431
H -0.33647 -8.55759 1.81131
H 0.84153 -8.68759 -0.69369
H 0.29153 -6.44259 -2.04369
H -1.08047 -4.87459 -0.09369
N 0.31153 1.64541 4.81031
C -0.46247 0.78341 4.11431
C 0.34553 -0.21559 3.60231
C 1.74853 0.20741 4.03131
C 1.67253 1.31541 4.72331
H 0.11053 2.44341 5.57231
H -1.54147 0.91141 4.30831
H -0.05947 -1.02259 3.25431
H 2.66453 -0.27059 3.73431
H 2.41553 1.97241 5.17631
N 1.84153 2.83141 2.04131
C 2.56853 2.79541 0.95231
C 2.25453 3.83641 0.26731
C 1.07853 4.52441 0.95831
C 1.00253 3.90041 2.14531
H 1.79653 2.13741 2.75931
H 3.27953 1.97841 0.57031
H 2.72553 4.23741 -0.58969
H 0.41253 5.31641 0.77131
H 0.31953 4.19041 3.08431
N 1.02053 3.42841 -2.85969
C -0.29947 3.14941 -3.34169
C -0.39547 1.75741 -3.52169
C 1.02453 1.23841 -3.14469
C 1.75553 2.31141 -2.70169
H 1.38253 4.32641 -2.64869
H -1.14647 3.95741 -3.40669
H -0.97647 1.29841 -4.10169
H 1.36853 0.25641 -3.17269
H 2.84153 2.33441 -2.72469
N -3.79947 -1.14359 -2.55269
C -3.72247 -1.05259 -1.17169
C -4.05547 0.25741 -0.85569
C -4.19847 0.99641 -2.12069
C -4.04947 0.02541 -3.18269
H -3.51247 -2.21359 -3.01869
H -3.42547 -1.71859 -0.50869
H -4.10047 0.59141 0.33831
H -4.55647 2.09141 -2.27869
H -3.87347 0.00341 -4.13269
N -1.30447 -5.72359 3.94831
C -0.92247 -4.38959 3.44931
C -2.05147 -3.93359 2.79831
C -3.12247 -4.97659 2.80231
C -2.66847 -5.95159 3.60031
H -0.74047 -6.33159 4.68331
H 0.09253 -3.90659 3.62931
H -1.92247 -2.87659 2.41031
H -4.07447 -4.97559 2.30531
H -3.02247 -6.72359 4.06431
N -5.05347 6.22141 -3.17169
C -4.22647 7.14141 -3.41369
C -3.04647 6.71741 -2.81169
C -3.36347 5.70941 -1.86369
C -4.62147 5.34441 -2.18769
H -6.01347 5.99841 -3.67769
H -4.57547 7.82441 -4.17469
H -2.00347 7.07241 -2.98269
H -2.76647 5.30041 -0.91869
H -5.14447 4.65841 -1.79469
N 5.80653 0.49941 0.93631
C 4.91753 -0.26259 0.31331
C 5.09653 0.12041 -1.01769
C 6.17853 1.18541 -1.06969
C 6.57153 1.32341 0.12131
H 6.17353 0.44741 1.90831
H 4.42153 -1.20259 0.81731
H 4.68353 -0.27559 -1.91969
H 6.68353 1.67341 -2.02469
H 7.51853 1.70841 0.56631


77
Properties=species:S:1:pos:R:3 method="wB97M-V/def2-TZVPD" relative_energy_kj_mol=0.0 gap_ev="3.268 / 6.007" max_force_ha_per_bohr=0.008 multiplicity=2 e_homo_ha="0.037 / -0.064" lumo_ha="0.15694 / 0.15693" charge=-2
Hg 0.02536 -0.44366 0.59477
C 5.73241 -3.17843 4.07884
C 5.49596 -2.62664 2.82498
C 4.29934 -1.98057 2.56337
C 3.31474 -1.85423 3.54706
C 3.56768 -2.40455 4.80069
C 4.76255 -3.06497 5.06299
P 1.78439 -0.98329 3.03661
C 0.67730 -1.24442 4.49399
C 0.04807 -0.14610 5.08047
C -0.88244 -0.31645 6.09767
C -1.20055 -1.58808 6.55318
C -0.58498 -2.69104 5.97396
C 0.33378 -2.51929 4.94964
C 2.20741 0.74729 3.12195
C 3.23659 1.16027 4.01532
C 3.52986 2.49011 4.21205
C 2.78480 3.47378 3.56167
C 1.71453 3.12066 2.68669
C 0.92210 4.12988 2.11596
C -0.14628 3.83008 1.28466
C -0.39896 2.50516 0.96825
C 0.37760 1.45433 1.47482
C 1.42894 1.73261 2.39467
H 6.66428 -3.69236 4.28415
H 6.24201 -2.70955 2.04353
H 4.11299 -1.56647 1.57842
H 2.83213 -2.30594 5.58892
H 4.93617 -3.48446 6.04775
H 0.30098 0.84843 4.73197
H -1.36122 0.55326 6.53275
H -1.92695 -1.72187 7.34661
H -0.82990 -3.69194 6.31130
H 0.78880 -3.39056 4.49221
H 3.80108 0.40924 4.55501
H 4.33473 2.76912 4.88566
H 2.98434 4.52737 3.72766
H 1.16177 5.16134 2.35946
H -0.76948 4.61831 0.87426
H -1.21649 2.26957 0.30507
O -3.03673 -1.15582 -0.55769
C -3.99635 -0.17791 -0.83694
C -3.48049 0.95045 -1.70426
C -4.29057 1.55578 -2.65763
C -3.75217 2.55166 -3.45745
C -2.42250 2.89458 -3.29087
C -1.69326 2.23565 -2.31084
N -2.21125 1.29901 -1.52613
H -2.45310 -1.26952 -1.33658
H -4.32740 0.22512 0.12678
H -4.88216 -0.60544 -1.33071
H -5.31673 1.22999 -2.78009
H -4.35733 3.03232 -4.21752
H -1.94029 3.63165 -3.91842
H -0.64469 2.45931 -2.14881
C 3.13133 -5.17221 -5.79206
C 2.32770 -4.03619 -5.21566
C 2.96084 -2.90379 -4.70916
C 2.23295 -1.88230 -4.12129
C 0.85084 -1.97423 -4.04176
C 0.20563 -3.09329 -4.53992
C 0.94288 -4.11434 -5.12509
S -0.07908 -0.64855 -3.28058
O 0.75934 -0.22871 -2.16151
O -0.23815 0.35764 -4.31696
O -1.33595 -1.28494 -2.88319
H 4.03188 -4.80878 -6.29045
H 2.54916 -5.74249 -6.51791
H 3.44776 -5.86495 -5.00783
H 4.04265 -2.83140 -4.75908
H 2.72702 -1.01884 -3.69473
H -0.86880 -3.16655 -4.43549
H 0.43264 -4.99530 -5.50139
Cl -1.31148 -3.96506 -1.02368
Si 0.09516 -2.87077 0.06934
Cl 1.90496 -3.32579 -0.88500
Cl 0.19660 -4.06301 1.80675


48
Properties=species:S:1:pos:R:3 method="wB97M-V/def2-TZVPD" relative_energy_kj_mol=0.0 gap_ev=5.021 max_force_ha_per_bohr=0.063 e_homo_ha=-0.212 lumo_ha=-0.02786
C 1.07482 -0.81982 -3.41069
C 0.34837 -2.02856 -2.65014
C -0.87239 -2.61396 -3.48707
N -2.09934 -2.07470 -2.86760
C -2.76400 -1.02985 -3.66974
C -4.09919 -0.52709 -2.98306
O -4.39291 -0.86513 -1.81363
O -4.82016 0.27525 -3.70968
H 0.43511 -0.42896 -4.25306
H 2.04717 -1.20020 -3.81617
H 1.25558 0.05429 -2.72664
H -0.08167 -1.56903 -1.71637
H 1.06779 -2.83404 -2.34387
H -0.77234 -2.18428 -4.52681
H -0.85137 -3.72932 -3.60036
H -2.74276 -2.79987 -2.55743
H -3.03385 -1.42191 -4.68988
H -2.02022 -0.19306 -3.82637
C 3.01402 0.72122 -0.05375
C 1.60567 1.30991 -0.04449
C 1.34629 2.31343 1.07646
C 1.56465 1.85989 2.51128
N 0.55718 0.87699 3.09688
C -0.88348 1.37206 3.00724
C -1.45024 0.71809 1.76250
C -0.78942 -0.65056 1.72386
C 0.55829 -0.50040 2.42905
C 0.93045 0.70948 4.55456
H 3.28427 0.26919 0.90322
H 3.07947 -0.06182 -0.81202
H 3.75351 1.48667 -0.29314
H 0.86923 0.50475 -0.02359
H 1.44535 1.82102 -0.99735
H 0.34678 2.73996 0.96272
H 2.02528 3.15785 0.91211
H 1.51393 2.74484 3.15039
H 2.55506 1.42019 2.64786
H -1.41276 1.01327 3.89209
H -0.89671 2.46158 2.99397
H -1.20917 1.28964 0.86563
H -2.53750 0.64330 1.80052
H -0.67642 -1.01785 0.70263
H -1.40284 -1.38349 2.25332
H 1.41693 -0.58044 1.76814
H 0.66422 -1.26240 3.20145
H 0.85421 1.68067 5.04223
H 1.95178 0.33291 4.60223
H 0.24337 0.00026 5.01258